Model A:
Entry from OMol25: a 2-piece molecular cluster, C3H11NO2 overall (ωB97M-V with the def2-TZVPD basis set).

```
17
Properties=species:S:1:pos:R:3
C 1.118 -0.623 1.728
C -0.182 -0.127 1.021
N -0.552 1.129 1.694
C -1.205 2.424 1.436
O -1.303 2.790 0.063
H 0.924 -1.216 2.632
H 1.790 -1.256 1.130
H 1.709 0.217 2.098
H -0.931 -0.902 1.288
H -0.277 -0.080 -0.061
H -0.171 1.290 2.624
H -2.175 2.502 1.965
H -0.521 3.197 1.838
H -1.386 1.897 -0.334
O 1.822 -4.634 -5.144
H 1.795 -5.116 -4.308
H 0.905 -4.354 -5.246
```

Properties
* HOMO-LUMO gap: 9.05 eV
* HOMO energy: -8.27 eV
* LUMO: 0.7883 eV
* SMILES: CCNCO.O

Here are the Löwdin charges for atoms 1 to 6, given in e:
1. C -0.099
2. C -0.250
3. N -0.089
4. C -0.292
5. O -0.063
6. H 0.068

Model B:
Entry from OMol25: a 3-piece molecular cluster, C3H11NO2 overall (ωB97M-V with the def2-TZVPD basis set).

```
17
Properties=species:S:1:pos:R:3
C -0.405 0.550 1.168
C -2.313 0.063 -0.715
O -1.010 -0.368 -0.485
H -2.365 1.015 -1.267
H -0.631 1.561 0.853
H -1.253 -0.003 1.549
H 0.391 0.495 1.902
H -2.870 0.209 0.230
H -2.862 -0.699 -1.282
C 2.035 -1.003 0.108
N 1.464 0.334 -0.049
O 1.077 0.582 -1.375
H 0.123 0.211 -1.302
H 2.132 1.061 0.198
H 1.244 -1.721 -0.097
H 2.373 -1.119 1.140
H 2.871 -1.167 -0.577
```

Properties
* HOMO-LUMO gap: 8.80 eV
* HOMO energy: -8.42 eV
* LUMO: 0.3879 eV

Here are the Löwdin charges for atoms 1 to 6, given in e:
1. C 0.135
2. C -0.216
3. O -0.320
4. H 0.081
5. H 0.070
6. H 0.045

Stability summary - winner: model A; margin: 357.6 kJ/mol.

Model A:
Entry from OMol25: a 2-piece molecular cluster, C3H11NO2 overall (ωB97M-V with the def2-TZVPD basis set).

```
17
Properties=species:S:1:pos:R:3
C 2.026 1.247 -0.597
C 0.485 1.237 -0.672
O -0.010 -0.017 -1.042
C -0.101 1.785 0.619
N -1.566 1.811 0.572
H 2.404 0.253 -0.333
H 2.426 1.970 0.111
H 2.434 1.444 -1.564
H 0.194 1.910 -1.469
H 0.014 -0.641 -0.306
H 0.300 2.798 0.724
H 0.151 1.182 1.496
H -1.945 2.518 1.191
H -1.931 2.023 -0.348
O -1.921 -6.223 0.570
H -1.030 -6.220 0.942
H -1.931 -7.076 0.104
```

Properties
* HOMO-LUMO gap: 10.15 eV
* HOMO energy: -9.20 eV
* LUMO: 0.9547 eV
* SMILES: C[C@@H](O)CN.O

Here are the Löwdin charges for atoms 1 to 6, given in e:
1. C -0.044
2. C -0.464
3. O -0.030
4. C -0.258
5. N -0.010
6. H 0.081

Model B:
Entry from OMol25: a 2-piece molecular cluster, C3H11NO2 overall (ωB97M-V with the def2-TZVPD basis set).

```
17
Properties=species:S:1:pos:R:3
C 1.358 1.880 0.409
N 0.758 1.735 1.752
C -0.634 1.388 1.832
C -0.914 -0.051 1.433
O -0.929 -0.216 -0.042
H 1.466 2.937 0.178
H 2.380 1.501 0.461
H 0.773 1.327 -0.314
H 0.849 2.635 2.209
H -1.264 2.052 1.209
H -1.006 1.450 2.860
H -1.936 -0.288 1.734
H -0.243 -0.824 1.788
H -1.856 -0.045 -0.214
O 0.114 -5.445 -5.210
H 0.580 -5.340 -4.367
H 0.504 -4.696 -5.719
```

Properties
* HOMO-LUMO gap: 9.64 eV
* HOMO energy: -8.76 eV
* LUMO: 0.8814 eV
* SMILES: CNCCO.O

Here are the Löwdin charges for atoms 1 to 6, given in e:
1. C -0.105
2. N -0.131
3. C -0.262
4. C -0.210
5. O -0.111
6. H 0.069

Stability summary - winner: model A; margin: 60.8 kJ/mol.

Model A:
Entry from OMol25: a 2-piece molecular cluster, C3H11NO2 overall (ωB97M-V with the def2-TZVPD basis set).

```
17
Properties=species:S:1:pos:R:3
N 2.200 -1.034 -1.737
C 1.263 0.096 -1.781
C 0.604 0.302 -0.404
C 0.024 1.673 -0.194
O -0.267 1.949 1.159
H 2.270 -1.456 -2.653
H 3.109 -0.732 -1.433
H 0.475 -0.058 -2.511
H 1.785 1.024 -2.033
H -0.092 -0.512 -0.264
H 1.388 0.159 0.346
H 0.773 2.388 -0.505
H -0.876 1.836 -0.776
H -0.272 1.162 1.709
O -4.109 -2.085 3.348
H -4.880 -2.164 3.934
H -3.396 -2.549 3.793
```

Properties
* HOMO-LUMO gap: 10.26 eV
* HOMO energy: -9.37 eV
* LUMO: 0.8859 eV
* SMILES: NCCCO.O

Here are the Löwdin charges for atoms 1 to 6, given in e:
1. N -0.012
2. C -0.287
3. C -0.206
4. C -0.288
5. O -0.068
6. H 0.059

Model B:
Entry from OMol25: a 2-piece molecular cluster, C3H11NO2 overall (ωB97M-V with the def2-TZVPD basis set).

```
17
Properties=species:S:1:pos:R:3
C -0.345 -1.150 -1.662
N -0.171 0.179 -1.019
C 1.029 0.245 -0.223
C 1.004 1.504 0.591
O 2.090 1.549 1.592
H -1.392 -1.418 -1.562
H 0.209 -1.879 -1.069
H -0.036 -1.042 -2.697
H -0.995 0.523 -0.557
H 1.138 -0.610 0.475
H 1.931 0.024 -0.808
H 1.026 2.438 0.027
H 0.203 1.548 1.333
H 2.877 1.425 1.097
O -3.009 -1.916 0.483
H -3.185 -0.975 0.515
H -2.594 -2.136 1.318
```

Properties
* HOMO-LUMO gap: 9.33 eV
* HOMO energy: -8.72 eV
* LUMO: 0.6128 eV
* SMILES: CNCCO.O

Here are the Löwdin charges for atoms 1 to 6, given in e:
1. C -0.105
2. N -0.131
3. C -0.278
4. C -0.223
5. O -0.087
6. H 0.057

Model C:
Entry from OMol25: a 3-piece molecular cluster, C3H11NO2 overall (ωB97M-V with the def2-TZVPD basis set).

```
17
Properties=species:S:1:pos:R:3
C 2.288 0.699 0.503
C 1.044 0.079 -0.106
C 0.870 -1.253 0.118
N -0.410 -1.777 0.418
H 3.213 0.193 0.210
H 2.189 0.763 1.585
H 2.348 1.724 0.141
H 0.749 0.478 -1.073
H 1.702 -1.948 0.286
H -0.377 -2.779 0.542
H -0.757 -1.374 1.274
O -1.396 2.255 0.142
H -1.322 1.597 -0.561
H -2.329 2.486 0.144
O -2.573 -0.048 -1.040
H -2.142 -0.866 -0.759
H -3.097 -0.228 -1.825
```

Properties
* HOMO-LUMO gap: 8.57 eV
* HOMO energy: -7.84 eV
* LUMO: 0.7267 eV
* SMILES: C/C=C/N.O.O

Here are the Löwdin charges for atoms 1 to 6, given in e:
1. C -0.118
2. C -0.183
3. C -0.208
4. N 0.022
5. H 0.073
6. H 0.067

Model D:
Entry from OMol25: a 3-piece molecular cluster, C3H11NO2 overall (ωB97M-V with the def2-TZVPD basis set).

```
17
Properties=species:S:1:pos:R:3
C -1.688 -1.513 1.759
C -1.209 -1.379 0.489
N -0.101 -0.579 0.029
C 1.281 -1.205 0.021
H -1.134 -1.331 2.722
H -2.715 -1.953 1.923
H -1.598 -1.777 -0.396
H 0.032 0.147 0.715
H 1.367 -2.089 -0.618
H 1.982 -0.420 -0.326
H 1.623 -1.398 1.073
O -1.601 1.353 -1.703
H -1.019 0.860 -1.138
H -1.506 0.910 -2.647
O 1.947 3.224 -0.775
H 2.815 3.262 -0.945
H 1.522 3.888 -0.183
```

Properties
* HOMO-LUMO gap: 9.92 eV
* HOMO energy: -9.15 eV
* LUMO: 0.7692 eV
* SMILES: C=CNC.O.O

Here are the Löwdin charges for atoms 1 to 6, given in e:
1. C 0.006
2. C -0.233
3. N -0.134
4. C -0.091
5. H 0.064
6. H 0.060

Stability summary - winner: model A; margin: 59.1 kJ/mol.

Model A:
Entry from OMol25: a 2-piece molecular cluster, C3H11NO2 overall (ωB97M-V with the def2-TZVPD basis set).

```
17
Properties=species:S:1:pos:R:3
C -0.849 1.458 -1.277
C 0.257 1.049 -0.315
N 0.000 -0.317 0.161
C 1.179 -1.215 0.078
O 1.469 -1.620 -1.241
H -0.720 2.442 -1.739
H -1.827 1.452 -0.791
H -0.949 0.803 -2.149
H 1.250 1.183 -0.742
H 0.220 1.740 0.535
H -0.761 -0.761 -0.318
H 0.947 -2.035 0.749
H 2.039 -0.594 0.314
H 0.930 -2.337 -1.548
O -0.911 -0.455 3.129
H -1.729 -0.841 2.752
H -0.544 0.048 2.403
```

Properties
* HOMO-LUMO gap: 10.05 eV
* HOMO energy: -9.30 eV
* LUMO: 0.7443 eV
* SMILES: CCNCO.O

Here are the Löwdin charges for atoms 1 to 6, given in e:
1. C -0.106
2. C -0.280
3. N -0.076
4. C -0.268
5. O -0.045
6. H 0.071

Model B:
Entry from OMol25: a 2-piece molecular cluster, C3H11NO2 overall (ωB97M-V with the def2-TZVPD basis set).

```
17
Properties=species:S:1:pos:R:3
C -1.387 0.020 -0.261
C -0.086 0.670 0.210
O 0.715 0.291 -1.019
C 0.525 0.026 1.468
N 0.725 1.106 2.447
H -1.618 0.199 -1.303
H -1.289 -1.029 -0.006
H -2.296 0.340 0.242
H 0.007 1.742 0.227
H 1.611 0.664 -0.917
H -0.217 -0.724 1.779
H 1.401 -0.563 1.208
H 1.586 0.983 2.945
H -0.023 1.196 3.105
O -0.456 -1.835 -2.530
H -0.679 -0.921 -2.674
H 0.132 -1.822 -1.777
```

Properties
* HOMO-LUMO gap: 10.46 eV
* HOMO energy: -9.67 eV
* LUMO: 0.7862 eV
* SMILES: C[C@H](O)CN.O

Here are the Löwdin charges for atoms 1 to 6, given in e:
1. C -0.063
2. C -0.333
3. O -0.127
4. C -0.219
5. N 0.004
6. H 0.070

Model C:
Entry from OMol25: a 2-piece molecular cluster, C3H11NO2 overall (ωB97M-V with the def2-TZVPD basis set).

```
17
Properties=species:S:1:pos:R:3
C -2.502 1.355 1.278
N -2.232 0.134 0.539
C -1.048 0.282 -0.214
O 0.122 0.002 0.484
C 1.172 -0.156 -0.509
H -2.507 2.214 0.585
H -1.754 1.543 2.066
H -3.497 1.277 1.749
H -2.990 0.150 -0.156
H -1.222 -0.488 -0.989
H -1.146 1.274 -0.697
H 2.158 -0.273 -0.030
H 1.261 0.588 -1.319
H 0.878 -1.123 -0.951
O 4.757 -2.340 -0.385
H 4.710 -1.758 -1.178
H 3.841 -2.681 -0.274
```

Properties
* HOMO-LUMO gap: 10.12 eV
* HOMO energy: -9.40 eV
* LUMO: 0.7198 eV
* SMILES: CNCOC.O

Here are the Löwdin charges for atoms 1 to 6, given in e:
1. C -0.140
2. N -0.113
3. C -0.383
4. O -0.141
5. C -0.091
6. H 0.074

Stability summary - winner: model A; margin: 27.7 kJ/mol.